Entry 1:
DFT (ωB97M-V/def2-TZVPD) results for a molecular structure, C34H45CoN7 in a non-equilibrium geometry.

XYZ file:
```
87
Properties=species:S:1:pos:R:3
Co 0.034 -0.015 -0.042
N 0.303 -2.894 2.372
N 0.240 -2.151 -1.221
C 0.688 1.881 -0.521
C 1.797 1.027 -0.195
C 1.639 0.585 1.164
C 2.588 -0.260 1.953
H 3.343 -0.719 1.308
H 2.056 -1.073 2.471
H 3.121 0.335 2.705
C 0.419 1.148 1.675
C -0.079 0.980 3.074
H 0.349 1.707 3.768
H 0.157 -0.025 3.461
H -1.171 1.100 3.126
C -0.167 1.968 0.645
C -1.356 2.829 0.778
H -2.106 2.362 1.443
H -1.844 3.003 -0.195
H -1.133 3.805 1.204
C 2.955 0.710 -1.086
H 3.812 1.373 -0.901
H 2.683 0.822 -2.142
H 3.311 -0.321 -0.947
C 0.508 2.651 -1.790
H -0.554 2.830 -2.011
H 0.922 2.112 -2.653
H 1.003 3.630 -1.745
C -0.353 -3.571 3.328
H 0.101 -3.592 4.319
C -1.571 -4.226 3.092
H -2.068 -4.761 3.898
C -2.116 -4.183 1.812
H -3.058 -4.673 1.571
C -1.426 -3.483 0.812
H -1.815 -3.413 -0.201
C -0.202 -2.848 1.140
C 0.556 -2.049 0.169
H 1.636 -2.081 0.349
C -0.078 -0.930 -1.739
C 0.248 -3.099 -2.282
H 0.439 -4.139 -2.122
C -0.033 -2.424 -3.403
H -0.149 -2.727 -4.417
N -0.206 -1.069 -3.039
C -0.443 0.017 -3.968
C 0.567 0.368 -4.878
C 0.338 1.454 -5.739
H 1.123 1.742 -6.441
C -0.859 2.174 -5.705
C -1.098 3.323 -6.658
H -1.638 4.141 -6.173
H -1.698 3.011 -7.519
H -0.159 3.723 -7.047
C -1.849 1.801 -4.791
H -2.788 2.350 -4.750
C -1.653 0.723 -3.916
C -2.713 0.358 -2.914
H -2.819 -0.719 -2.785
H -3.698 0.756 -3.211
H -2.484 0.775 -1.922
C 1.869 -0.378 -4.921
H 1.806 -1.300 -5.510
H 2.226 -0.659 -3.922
H 2.654 0.240 -5.384
C -3.594 0.956 0.255
N -2.600 -0.208 0.464
C -3.382 -1.255 -0.226
N -4.617 -1.600 0.536
C -5.531 -0.369 0.483
N -4.749 0.765 1.079
C -4.432 0.528 2.509
N -3.662 -0.747 2.612
C -2.437 -0.708 1.877
C -4.490 -1.862 1.992
H -3.933 0.938 -0.777
H -3.355 2.052 0.236
H -2.822 -2.116 -0.710
H -3.784 -0.852 -1.162
H -6.421 -0.541 1.058
H -5.774 -0.150 -0.538
H -3.801 1.322 2.884
H -5.338 0.440 3.073
H -2.111 -1.803 1.829
H -1.502 -0.528 2.501
H -5.464 -1.907 2.463
H -3.994 -2.825 2.141
```

Output
Total charge   -1
Spin multiplicity   5
Energy relative to the best compared isomer or geometry (same formula, charge and spin)   0.000 eV
HOMO level (spin up / spin down)   0.3 / -3.5 eV
HOMO-LUMO gap (spin up / spin down)   1.992 / 5.770 eV

=====

Entry 2:
DFT (ωB97M-V/def2-TZVPD) results for a molecular structure, C54H40IrN4O.

XYZ file:
```
100
Properties=species:S:1:pos:R:3
Ir 1.031 0.670 -0.095
C -2.599 1.381 -6.727
C -2.166 2.615 -6.270
C -1.347 2.715 -5.155
C -0.911 1.582 -4.465
C -1.390 0.348 -4.929
C -2.210 0.243 -6.040
C -0.070 1.560 -3.228
C -0.135 2.548 -2.225
C -0.545 3.923 -2.364
C -0.403 4.522 -1.163
C 0.051 3.526 -0.238
C 0.137 3.717 1.132
C -0.238 5.060 1.669
C -1.574 5.385 1.883
C -1.917 6.630 2.389
C -0.928 7.559 2.682
C 0.405 7.240 2.468
C 0.750 5.993 1.965
C 0.508 2.743 2.061
N 0.950 1.490 1.757
C 1.166 0.836 2.939
C 1.673 -0.457 3.069
C 1.822 -1.010 4.447
C 0.923 -1.960 4.920
C 1.061 -2.481 6.198
C 2.103 -2.058 7.012
C 3.004 -1.112 6.544
C 2.865 -0.589 5.267
C 2.102 -1.249 2.011
C 2.770 -2.514 2.141
C 3.094 -2.926 0.893
C 2.614 -1.928 -0.023
N 2.025 -0.918 0.680
C 2.725 -1.995 -1.416
C 2.145 -1.100 -2.299
C 2.202 -1.195 -3.734
C 1.370 -0.257 -4.232
C 0.806 0.466 -3.115
N 1.341 -0.032 -1.961
C 3.503 -3.135 -1.987
C 2.855 -4.203 -2.599
C 3.585 -5.261 -3.120
C 4.970 -5.257 -3.037
C 5.623 -4.194 -2.429
C 4.893 -3.138 -1.904
C 0.847 1.716 4.027
C 0.459 2.896 3.487
N 0.263 2.350 -0.924
H -3.238 1.310 -7.598
H -2.464 3.520 -6.782
H -1.050 3.705 -4.860
H -1.142 -0.557 -4.392
H -2.552 -0.734 -6.357
H -0.803 4.429 -3.272
H -0.581 5.555 -0.917
H -2.344 4.658 1.651
H -2.958 6.875 2.555
H -1.197 8.530 3.076
H 1.179 7.962 2.693
H 1.790 5.740 1.800
H 0.114 -2.294 4.281
H 0.356 -3.218 6.559
H 2.212 -2.465 8.008
H 3.820 -0.783 7.174
H 3.569 0.147 4.899
H 2.981 -3.004 3.076
H 3.616 -3.824 0.606
H 2.820 -1.889 -4.279
H 1.195 -0.019 -5.268
H 1.773 -4.204 -2.663
H 3.072 -6.090 -3.591
H 5.540 -6.082 -3.445
H 6.703 -4.186 -2.364
H 5.400 -2.308 -1.427
H 0.928 1.460 5.071
H 0.159 3.795 4.000
C -6.228 -3.537 0.997
C -4.956 -2.831 0.639
C -4.478 -2.836 -0.668
C -3.306 -2.190 -1.011
C -2.853 -2.218 -2.448
C -2.584 -1.512 0.001
C -1.377 -0.859 -0.392
O -0.693 -0.167 0.393
C -3.054 -1.495 1.343
C -2.335 -0.802 2.465
C -4.232 -2.159 1.622
H -6.687 -4.005 0.129
H -6.943 -2.837 1.432
H -6.037 -4.309 1.744
H -5.040 -3.355 -1.435
H -3.559 -2.788 -3.048
H -1.873 -2.687 -2.560
H -2.799 -1.214 -2.873
H -1.032 -0.953 -1.423
H -1.312 -1.165 2.568
H -2.865 -0.968 3.401
H -2.261 0.273 2.291
H -4.605 -2.158 2.640
```

Output
Total charge   +1
HOMO level   -9.6 eV
HOMO-LUMO gap   5.984 eV

=====

no.,E (hartree)
1,-3088.4169
2,-2480.2400